7
Properties=species:S:1:pos:R:3 method="wB97M-V/def2-TZVPD" e_above_lowest_ev=1.775 homo_lumo_gap_ev=9.46 total_energy_ha=-575.9627 e_lumo_ev=-0.8109 e_homo_ev=-10.274
C 0.55 -0.42 0.31
C -0.24 0.59 -0.39
F -0.86 -1.76 0.48
S 1.82 -0.76 1.08
H -1.22 0.11 -0.60
H 0.23 0.86 -1.21
H -0.27 1.38 0.34